Density functional theory data (ωB97M-V with the def2-TZVPD basis set) for a structure of composition C31H29FMnN8O3 at a distorted geometry.

Values from the calculation:
total energy	-3112.48081	Ha
expectation value of S²	6.07
molecular weight	635.6	g mol⁻¹
Kohn-Sham gap (spin up / spin down)	6.7 / 7.0	eV

```
! wB97M-V def2-TZVPD RIJCOSX def2/J DEFGRID3
* xyz 3 5
Mn -2.0256 0.4029 2.7875
N 0.1115 3.8332 4.2513
C -0.2616 2.5963 4.0931
N -1.4853 2.2595 3.6028
C -2.5121 3.2231 3.4477
N -3.6904 2.8249 3.0525
N -3.6751 1.5284 2.6943
C -4.8416 0.9661 2.4315
C -4.7622 -0.5019 2.2723
C -5.8708 -1.2555 2.0135
C -5.6703 -2.6551 1.9102
C -4.3822 -3.1698 1.8321
C -3.3167 -2.2934 2.1053
N -3.5031 -1.0288 2.3735
C -2.1320 4.5879 3.7368
C -2.9896 5.7017 3.6034
C -2.5127 6.9892 3.5585
C -1.1528 7.2514 3.8462
C -0.3069 6.1732 4.1026
C -0.7945 4.8686 4.0378
H 1.0357 4.0623 4.5028
H 0.4400 1.8325 4.2171
H -5.7336 1.6316 2.5483
H -6.8545 -0.7231 1.9694
H -6.5374 -3.2639 1.7442
H -4.1512 -4.2061 1.8222
H -2.2959 -2.6269 2.0559
H -4.0268 5.4963 3.4131
H -3.2386 7.8427 3.4475
H -0.7303 8.2608 3.8474
H 0.6758 6.3736 4.4364
F -0.7133 -0.0910 -3.8340
C 0.1231 -0.2404 -2.8554
C -0.2699 0.0400 -1.5654
C 0.5303 -0.5335 -0.5645
C 0.0153 -0.5605 0.7835
O -1.0763 0.0165 0.9787
C 0.7589 -1.3074 1.7954
C 1.9169 -1.8680 1.4340
N 2.4534 -1.8321 0.2003
C 3.7184 -2.3522 -0.1049
C 4.8384 -1.6369 -0.7514
C 4.9224 -2.0447 0.6887
C 1.6968 -1.2929 -0.8253
C 1.9802 -1.5771 -2.1222
C 1.2619 -1.0000 -3.1513
N 1.6145 -1.2711 -4.4497
C 0.7183 -1.9593 -5.4300
C 1.4132 -2.1142 -6.8090
N 2.7838 -2.8028 -6.6965
C 3.6607 -2.0815 -5.6545
C 2.9481 -0.9353 -4.9361
C 0.2008 -1.6006 3.1433
O 0.6109 -2.4878 3.8414
O -0.8019 -0.7930 3.4775
H -1.1981 0.5256 -1.3573
H 2.4306 -2.3606 2.1846
H 3.5937 -3.4421 -0.3508
H 4.7654 -0.5424 -0.9601
H 5.4799 -2.2099 -1.4030
H 4.9498 -1.2679 1.4176
H 5.5747 -2.8599 0.7852
H 2.7318 -2.3051 -2.3332
H -0.2226 -1.4229 -5.6690
H 0.5496 -2.9464 -5.0026
H 1.5564 -1.0936 -7.3718
H 0.7462 -2.6939 -7.4296
H 3.2049 -2.8736 -7.6057
H 2.6795 -3.7474 -6.3694
H 4.6324 -1.8138 -6.0531
H 3.8648 -2.9187 -4.9708
H 2.9335 -0.1284 -5.7028
H 3.6132 -0.5551 -4.1583
*
```

=====

Density functional theory data (ωB97M-V with the def2-TZVPD basis set) for a structure of composition C25H37AuBNO3S at a distorted geometry.

Values from the calculation:
total energy	-1813.90532	Ha
energy relative to the best compared isomer or geometry (same formula, charge and spin)	0.00	kcal per mole
molecular weight	639.4	g mol⁻¹
Kohn-Sham gap (spin up / spin down)	2.4 / 2.4	eV

```
! wB97M-V def2-TZVPD RIJCOSX def2/J DEFGRID3
* xyz -2 1
Au -1.5175 1.1564 -0.1367
C -0.9800 2.6666 2.9871
C -2.3085 1.9347 3.1185
C -3.4289 2.5235 2.2801
C -1.9936 0.4059 3.0181
C -1.0359 -0.1111 3.8591
C -0.8145 -1.4897 3.9476
C -1.5877 -2.3699 3.1922
C -2.5083 -1.9148 2.2734
C -3.2249 -2.9426 1.4784
C -4.3223 -2.5101 0.4942
C -2.1633 -3.8919 0.7913
C -2.6650 -0.4459 2.0329
N -2.7832 -0.1279 0.7618
H -1.0307 3.7505 3.1923
H -0.6431 2.5838 1.9157
H -0.1333 2.2303 3.5424
H -2.6455 2.0506 4.1902
H -3.2484 2.1952 1.2255
H -3.3762 3.6427 2.2581
H -4.4721 2.1991 2.5152
H -0.4102 0.4913 4.5394
H -0.0627 -1.9072 4.6675
H -1.5275 -3.4412 3.3294
H -3.7222 -3.5457 2.2855
H -3.9705 -2.0110 -0.4213
H -5.1259 -1.8735 0.9415
H -4.8672 -3.4404 0.1806
H -1.4972 -3.3421 0.1508
H -2.6372 -4.6399 0.1093
H -1.5848 -4.3723 1.5630
C 3.7215 -0.9191 1.2197
S 1.9411 -0.9588 0.9069
O 1.7094 0.3157 0.1706
C 1.8526 -2.4229 -0.1734
C 1.4288 -2.3086 -1.4901
C 1.5100 -3.4889 -2.2985
C 1.9206 -4.6883 -1.7721
C 2.3889 -4.7350 -0.4819
C 2.2641 -3.6290 0.3441
H 4.2706 -1.1264 0.2682
H 4.0521 -1.6176 2.0256
H 3.9760 0.1036 1.5748
H 1.0830 -1.3147 -1.8538
H 1.3006 -3.3704 -3.3743
H 1.9878 -5.4555 -2.4729
H 2.7889 -5.6190 0.0121
H 2.4203 -3.7415 1.4356
C 1.2388 1.9141 -4.4550
C 1.5595 2.0901 -2.9531
C 2.9870 1.6782 -2.6979
O 0.7357 1.1562 -2.2419
B 0.1887 1.8382 -1.0895
O 0.6674 3.1080 -0.9787
C 1.1245 3.4804 -2.2768
C 0.0611 4.2224 -3.0663
C 2.3433 4.4354 -2.1407
H 1.3965 0.8374 -4.7023
H 1.8734 2.5214 -5.1558
H 0.1848 2.1197 -4.6867
H 3.2137 0.7046 -3.0681
H 3.2344 1.7008 -1.6403
H 3.6169 2.4528 -3.1665
H -0.8081 3.6151 -3.2236
H 0.4727 4.5672 -4.0261
H -0.2242 5.0827 -2.4604
H 3.1134 3.9801 -1.5263
H 1.9344 5.3375 -1.6328
H 2.7580 4.6807 -3.1350
*
```

=====

Density functional theory data (ωB97M-V with the def2-TZVPD basis set) for a cluster of 2 separate species, C12H20NOP in total at a distorted geometry.

Values from the calculation:
total energy	-940.47688	Ha
energy relative to the best compared isomer or geometry (same formula, charge and spin)	36.73	kcal per mole
molecular weight	225.3	g mol⁻¹
Kohn-Sham gap	8.7	eV

```
! wB97M-V def2-TZVPD RIJCOSX def2/J DEFGRID3
* xyz 0 1
C -1.2949 4.0510 0.3690
P -1.1715 3.2183 -1.0902
C 0.5095 2.7032 -1.2217
C 0.8689 1.3448 -0.8520
C 1.9243 0.5371 -1.3437
C 2.3751 -0.6104 -0.6797
C 1.6462 -1.1569 0.4242
C 2.1451 -2.4061 1.0283
C 1.1257 -3.0036 1.9611
C 1.6228 -4.3787 2.5457
C 0.5600 -0.3918 0.8766
C 0.1969 0.7262 0.2192
N -2.0709 2.3585 -2.0687
C -3.4843 2.5046 -1.7191
H -0.3810 4.4928 0.5808
H -2.2334 4.6046 0.6436
H 1.0146 3.3790 -0.5178
H 0.7476 2.8216 -2.2973
H 2.5657 0.8039 -2.1821
H 3.3042 -1.1125 -0.9441
H 2.5636 -3.1511 0.1852
H 3.0856 -2.1074 1.6133
H 0.9094 -2.2136 2.6891
H 0.1897 -3.0764 1.3918
H 0.8293 -4.9074 3.1230
H 1.9482 -4.9016 1.6993
H 2.4862 -4.2098 3.2501
H -0.1217 -0.6141 1.7053
H -0.7506 1.1997 0.5015
H -3.6693 1.5172 -1.3285
H -4.1204 2.7279 -2.5834
H -3.7989 3.1691 -0.9105
O -3.2378 -0.9672 -1.5534
H -2.5126 -1.2122 -2.1528
H -3.7713 -1.7387 -1.3621
*
```

=====

Density functional theory data (ωB97M-V with the def2-TZVPD basis set) for a cluster of 4 separate species, C2H12NO3 in total at a distorted geometry.

Values from the calculation:
total energy	-363.59248	Ha
energy relative to the best compared isomer or geometry (same formula, charge and spin)	36.64	kcal per mole
molecular weight	98.1	g mol⁻¹
Kohn-Sham gap	11.4	eV

```
! wB97M-V def2-TZVPD RIJCOSX def2/J DEFGRID3
* xyz 1 1
C 1.9711 1.3381 0.2391
C 2.0857 1.2124 -1.0533
N 1.2469 0.2073 0.9248
H 2.3128 2.0803 1.0293
H 2.1636 2.2054 -1.6160
H 2.0575 0.2762 -1.7174
H 1.4390 -0.7161 0.3940
H 0.1308 0.3641 0.7325
H 1.3751 0.2091 1.9587
H -1.8171 -0.3798 1.1721
H -2.1829 0.1242 -0.1990
O -1.4416 -0.0711 0.3655
H -3.3996 1.1953 -2.0820
H -4.0961 0.2632 -1.0995
O -3.2766 0.4042 -1.5480
H 1.0106 -3.3003 1.2003
H -0.1462 -2.9131 0.3861
O 0.5670 -2.4993 0.9129
*
```